(1)
A molecular structure, C42H42Cl2N8O7PdS at a distorted geometry, computed with ωB97M-V with the def2-TZVPD basis set.

- Total energy: -4036.839803 Ha
- Maximum force: 0.02479 hartree/bohr
- Frontier orbital gap (alpha / beta): 6.4 / 6.4 eV
- ΔE to the lowest compared entry with this formula, charge and spin: 0.00 kcal per mole
- <S²>: 2.006
- 2S+1: 3
- LUMO (alpha / beta): -0.0338 / -0.0354 Eh

Geometry as XYZ:
```
103
C42H42Cl2N8O7PdS, DFT ωB97M-V with the def2-TZVPD basis set
N -2.49190 0.05078 0.39274
Pd -0.05219 -0.44473 0.31797
H -3.40712 -4.00688 -0.45518
H -5.12502 -0.47988 -1.43031
C -4.32916 -5.89996 -0.05237
H -2.82970 -1.05274 -1.34661
H 3.92376 -3.69161 -1.60663
C 5.53348 -0.87242 -2.49516
H -2.72291 -8.87110 0.01342
C 5.98145 -2.63901 -4.07797
H 2.82940 -3.65014 2.28248
H -5.32052 -5.47601 0.05017
C 4.52356 3.37747 -0.25044
Cl 3.23954 0.71877 -3.63966
C 4.97848 1.44493 -1.67918
H -0.26491 -6.19170 -5.06712
H 1.36477 -2.03162 2.92285
O -1.72682 -2.82165 -1.79243
C -1.80177 -6.97457 -0.35039
N -4.95594 0.49823 0.41698
C -1.09334 -3.24040 -0.83167
H -2.44621 0.65251 -1.60243
C -2.72326 1.39804 0.91664
H 5.13108 -4.56341 2.34872
N 5.84723 0.44440 -2.07058
H 1.97715 -4.99146 -0.83427
H 6.47090 -2.98453 -4.97879
C -1.97238 -5.59678 -0.46836
C 3.42237 -1.72041 2.98456
O 2.20102 -2.66667 -0.14269
O 1.94009 -0.45211 -0.35302
H 3.26050 0.80316 2.03161
H 6.57625 -0.78568 3.74555
C 3.29329 3.56191 -0.86607
C 3.66010 -3.04320 2.61818
H 4.43905 -0.33182 -0.12220
C 2.64047 -1.52979 -0.29843
C 1.60989 -6.06820 -4.02669
N 0.02006 -4.65585 0.56572
C 0.10626 -5.20228 -1.84955
C -4.67736 -0.74947 1.20360
H 5.01341 -4.51431 -3.67393
C 4.55431 -3.03551 -2.19318
H 4.56817 -2.02051 0.34327
C 0.22931 -5.94860 -4.13540
H 1.96532 2.84512 -2.39701
H 3.31181 -5.82018 -2.74526
H -4.72485 1.24803 -1.52406
H 4.28621 0.08916 3.77243
H 2.19446 -6.41001 -4.87096
H 0.24161 -5.45063 1.14017
H -4.55673 2.55619 0.49049
H 1.83592 1.74017 1.98481
H -5.19488 -1.56239 0.69524
H -2.26392 2.11859 0.24635
H -5.95616 0.68192 0.42879
N 2.34026 0.97457 2.41688
O 0.34992 -3.16110 2.25353
C 5.76284 -1.42062 3.42092
N 2.07470 -1.28866 2.96030
C 3.73806 1.68332 -2.29040
C -4.50926 0.31324 -1.00718
H -1.59410 -5.43052 -3.13418
H -2.76750 -0.83213 2.25900
C -0.05312 -3.41571 1.12522
S -0.14225 0.08366 2.74298
N -0.69104 -2.54238 0.24969
C -4.23994 1.66610 1.03181
H 2.63807 4.36460 -0.55618
H 4.85936 4.03081 0.54277
C -3.14628 -0.94080 1.24244
H -4.58424 1.73394 2.06345
O 0.40891 1.83528 0.34938
H 6.82182 0.62367 -1.89783
C -3.00679 -0.04071 -0.98162
Cl 6.87229 2.11524 0.14856
C -0.51888 -5.52266 -3.05114
H 6.76826 -0.64437 -4.21899
C -3.24909 -5.06928 -0.32393
C 6.01011 -2.72666 3.03236
O -0.40529 1.51361 -1.61751
C 1.48852 -5.29444 -1.75036
C 1.57584 -0.08671 2.69760
H -5.11631 -0.60825 2.19065
H -2.24792 1.49340 1.89134
C 4.95020 -3.53929 2.64723
C 4.15184 -1.33981 -0.39975
C 5.33622 2.33290 -0.65374
N -0.11195 2.30570 -0.70126
C 2.23426 -5.73886 -2.83519
H -4.98890 -7.91216 0.29123
C 4.46945 -0.91422 3.41480
C 5.16289 -3.49217 -3.34722
C 6.15604 -1.33472 -3.65236
C -4.14697 -7.26671 0.07844
C -2.87574 -7.80343 -0.07452
H -0.81544 -7.40086 -0.49300
C -0.72694 -4.73369 -0.66620
C 4.73240 -1.73007 -1.73794
O -0.24293 3.51771 -0.83045
C 2.90779 2.71117 -1.88625
H -2.86379 -1.93000 0.89280
H 7.02001 -3.11303 3.03496
```



(2)
A molecular structure, C42H42N2OP2SV, computed with ωB97M-V with the def2-TZVPD basis set.

- Total energy: -3834.403091 Ha
- Maximum force: 0.01731 hartree/bohr
- Frontier orbital gap (alpha / beta): 6.9 / 7.6 eV
- ΔE to the lowest compared entry with this formula, charge and spin: 11.62 kcal per mole
- <S²>: 2.044
- 2S+1: 3
- LUMO (alpha / beta): -0.3493 / -0.3226 Eh
- Total charge: +3

Geometry as XYZ:
```
91
C42H42N2OP2SV, DFT ωB97M-V with the def2-TZVPD basis set
H -1.55133 3.40644 -4.29967
C 0.65484 3.86172 0.89031
C 1.37118 -4.73378 4.43587
C -4.86964 -1.96675 -0.67446
H 0.66921 -4.40457 5.20121
C 0.49580 -3.07833 1.68721
H -1.40048 -4.15763 4.10174
H -0.09521 -5.82111 3.26132
C -2.49936 -4.06806 2.24454
H 0.15879 5.87659 0.37088
C -5.07248 -1.22112 0.47648
C 3.01936 1.13860 2.19972
H -0.12215 -5.55331 -2.96391
H -0.98986 2.08848 -2.29346
C -1.79945 1.18080 4.80489
H -3.55528 -2.41177 -2.29471
C 0.66898 -5.05478 3.13105
C -1.32017 1.58803 -3.19549
C 1.77215 3.69777 -1.66659
H -1.97530 -1.52448 -4.44920
H -0.18857 1.65793 6.13245
C 1.62444 -4.34642 -2.66196
N -0.16721 -2.00242 1.21425
C -1.89973 -0.44417 -4.40154
H 0.20104 3.92476 1.87170
H -5.66760 -2.58025 -1.06902
C -2.17821 0.92438 3.48997
O -1.72580 2.01889 0.09034
N -0.03724 -3.86842 2.58442
H 2.21378 3.64222 -2.65195
C -1.21918 0.94203 2.49018
H 1.51256 1.70064 4.35462
H -1.70569 -3.74142 -2.51850
H 5.30707 3.15289 3.67072
H -6.03312 -1.24265 0.97269
C -1.45443 0.20021 -3.24219
C 3.59559 2.30575 2.70837
H -4.27044 0.21793 1.82625
H -3.45793 -3.86579 2.71990
C -2.22442 0.31026 -5.51403
C -3.66102 -1.88705 -1.35411
H 3.07457 3.25410 2.64552
C -2.62233 -1.10487 -0.86135
H -1.11688 -1.95765 1.56941
C 1.26199 2.68510 0.45869
H -2.54751 1.17022 5.58579
P -1.09804 -0.77738 -1.80532
H -1.44311 -2.55399 3.42265
C -1.64615 2.32984 -4.32019
C -2.09749 1.69511 -5.46894
H 1.14552 5.73515 -1.88251
C 0.48155 1.48682 4.10409
H 5.53874 -1.03904 2.83019
H 1.63341 -1.03543 -2.01954
H 3.18361 -2.89689 -2.36314
C -2.82882 -0.38714 0.33482
C 1.81877 2.60067 -0.81986
H -2.56793 -0.17598 -6.41601
H 2.30830 -5.15828 -2.86922
C -1.37367 -3.61387 3.15965
C 1.17394 4.87302 -1.23079
H 6.53846 1.01707 3.76108
H 2.33612 1.70023 -1.15145
C -0.47962 1.45767 5.11047
C -0.64466 -3.53983 -2.46980
C 0.61956 4.95537 0.04193
H 1.35959 -5.42908 2.37955
H 3.28980 -0.96877 1.82887
C 4.98695 -0.10995 2.80550
V 0.38092 -0.52935 0.08331
C -0.16509 -2.26444 -2.17756
H 2.12509 -3.95748 4.30376
C 0.25179 -4.56972 -2.71442
H 2.60433 -3.37123 1.93527
H 1.87385 -4.32547 0.63685
C -4.06111 -0.41208 0.97705
H -2.44084 -5.13928 2.05756
C 4.85699 2.25251 3.27661
H 1.87037 -5.62648 4.80846
P 1.39531 1.21525 1.46884
H -2.35011 2.28103 -6.34200
H -3.21715 0.73032 3.28226
C 0.12880 1.24013 2.78586
H 2.14297 -2.61157 0.39934
C 3.72095 -0.06441 2.24363
C 1.85811 -3.35881 1.14104
C 1.22090 -2.05073 -2.12166
C 5.54945 1.04834 3.32561
S -1.49722 0.72750 0.74524
H -2.48502 -3.55827 1.27829
C 2.11819 -3.08305 -2.36861
```



Q: ΔE to the lowest compared entry with this formula, charge and spin of number 2 (C42H42N2OP2SV)?
A: 11.62 kcal per mole